12
Properties=species:S:1:pos:R:3 method="wB97M-V/def2-TZVPD" energy_ha=-625.445882 multiplicity=3 de_lowest_ev=0.5121
C -2.15996 -0.38716 0.36100
C 1.14127 0.91088 0.08425
C 2.01591 -0.17363 -0.45363
N -1.13278 0.29432 -0.32018
N -0.12434 0.84131 0.15948
S -3.94130 -0.20882 -0.08177
H -2.03294 -1.43937 0.06412
H -2.08064 -0.31938 1.45022
H 1.59297 1.80577 0.48421
H 1.43967 -0.85396 -1.07437
H 2.46233 -0.73728 0.36527
H 2.81982 0.26733 -1.03859

=====

13
Properties=species:S:1:pos:R:3 method="wB97M-V/def2-TZVPD" energy_ha=-1023.688274 smiles="C[C@H]1N=[N+]([S-])CS1" de_lowest_ev=3.1200
C -0.95548 0.69707 -1.98736
C 0.05494 -0.79469 0.01051
C 0.56131 -0.34782 1.41718
N -1.44950 -0.54216 -0.04572
N -1.88961 0.29380 -0.90217
S -3.39805 0.78933 -0.86036
S 0.68653 -0.02828 -1.59406
H -1.32255 0.36186 -2.91573
H -1.02440 1.79973 -2.08912
H 0.01524 -1.85118 0.11694
H 0.86645 -1.21850 1.88457
H -0.25878 0.22444 1.93425
H 1.37699 0.39348 1.10482

=====

13
Properties=species:S:1:pos:R:3 method="wB97M-V/def2-TZVPD" energy_ha=-1023.639846 de_lowest_ev=4.4378
C 0.24370 -1.29124 -2.48174
C -0.07528 0.38382 0.42788
C -0.37041 0.78857 3.06408
N 0.54166 -1.85215 -3.58692
N 0.19218 1.32021 -0.31670
S -0.50842 -2.08198 -1.18241
S -0.57650 -0.54168 1.63196
H 0.10881 -0.19011 -2.39296
H -0.77433 1.80134 2.97502
H 0.70081 1.01886 3.28474
H -0.91040 0.45726 4.06559
H 0.80499 -1.20172 -4.29435
H 0.62318 1.38882 -1.19420